No. 1
Density functional theory data (ωB97M-V with the def2-TZVPD basis set) for a structure of composition C17H23Cl3O4PdS at a distorted geometry.

Calculated values
- HOMO energy (alpha / beta): -0.053 / -0.032 Eh
- Spin multiplicity: 5
- Net charge: -2
- Gap between HOMO and LUMO (alpha / beta): 5.5 / 4.1 eV
- ΔE to the lowest compared entry with this formula, charge and spin: 4.822 eV
- E_LUMO (alpha / beta): 4.099 / 3.228 eV
- Expectation value of S²: 6.023

```
49
C17H23Cl3O4PdS, DFT ωB97M-V with the def2-TZVPD basis set
C -0.94344 0.57014 -3.07867
C -1.08364 -0.83876 -3.32737
C 0.20546 -1.41866 -3.33787
C -2.33594 -1.55556 -3.66267
C 1.15426 -0.40356 -3.07857
C 0.45216 0.83944 -2.92337
C 1.07666 2.17804 -2.77187
C -2.03484 1.57614 -3.10477
C 0.51436 -2.83866 -3.62147
C 2.62406 -0.58836 -3.11297
Pd -0.25094 -0.36216 -1.11167
Cl -3.82614 -4.12016 -0.68667
Cl -2.54544 -0.80326 -0.60927
Cl 0.11926 -2.59976 -0.42997
H -3.21454 -0.98726 -3.38367
H -2.39344 -2.51696 -3.16067
H -2.36954 -1.73356 -4.73957
H -0.25434 -3.50056 -3.23657
H 1.45966 -3.13876 -3.18107
H 0.58146 -2.99056 -4.70087
H 2.92596 -1.49646 -2.59957
H 3.14646 0.23954 -2.64937
H 2.95216 -0.66286 -4.15177
H 1.98596 2.12814 -2.18057
H 0.40206 2.87664 -2.28687
H 1.33046 2.58474 -3.75217
H -2.95084 1.17524 -2.68357
H -2.23384 1.88614 -4.13217
H -1.77414 2.45844 -2.52917
O -0.65414 1.20974 -0.07627
H 0.15576 1.60664 0.28063
C 0.22176 1.96124 7.36453
C 0.37066 1.34014 6.00763
C 0.42736 -0.05366 5.90103
C 0.53536 -0.65686 4.65013
C 0.59686 0.12184 3.48213
C 0.54736 1.51634 3.57933
C 0.43806 2.12504 4.84063
S 0.61796 -0.73896 1.90263
O 1.21006 -2.13096 2.17913
O -0.84214 -1.16026 1.69853
O 1.23416 -0.35296 0.28763
H -0.71764 1.59864 7.83603
H 1.07916 1.66914 8.00683
H 0.17926 3.06844 7.30543
H 0.36876 -0.67616 6.78663
H 0.55056 -1.73816 4.59583
H 0.57366 2.12894 2.68933
H 0.38786 3.20484 4.90683
```

=====

No. 2
Density functional theory data (ωB97M-V with the def2-TZVPD basis set) for a cluster of 2 separate species, C17H23ClN in total at a distorted geometry.

Calculated values
- HOMO energy: -0.408 Eh
- Spin multiplicity: 1
- Net charge: +1
- Gap between HOMO and LUMO: 5.5 eV
- E_LUMO: -5.634 eV

```
42
C17H23ClN, DFT ωB97M-V with the def2-TZVPD basis set
C 1.56658 0.91108 -0.03048
N 1.30607 -0.50267 0.23201
C 1.30457 -0.78716 1.68770
C 2.28175 -1.83834 2.23676
C 2.62063 -2.95733 1.25795
C 3.04719 -2.39647 -0.10033
C 2.09560 -1.34739 -0.68772
H 2.38883 1.10409 -0.75327
H 0.64767 1.31052 -0.51428
H 1.71565 1.51095 0.88557
H 1.50056 0.16207 2.19243
H 0.29263 -1.07538 2.01830
H 3.19670 -1.29400 2.51025
H 1.88061 -2.25763 3.16492
H 3.43464 -3.57325 1.67022
H 1.75030 -3.61130 1.12835
H 4.02491 -1.90351 -0.00168
H 3.18026 -3.21079 -0.82083
H 1.42467 -1.85355 -1.40343
H 2.68699 -0.66373 -1.30266
Cl -2.81304 4.82831 2.78217
C -2.41133 3.57038 1.69241
C -1.57432 3.84517 0.59728
C -1.31168 2.84162 -0.32433
C -1.78446 1.51364 -0.13240
C -1.39653 0.44723 -1.03237
C -2.14549 -0.84815 -1.08337
C -1.91057 -1.40759 -2.52038
C -1.09806 -0.34069 -3.19209
C -0.86935 0.71635 -2.33572
C -2.69335 1.28562 0.93394
C -2.99246 2.29534 1.84999
H -1.16689 4.84019 0.45786
H -0.69641 3.06868 -1.19386
H -1.90478 -1.56429 -0.28938
H -3.21407 -0.60848 -0.94321
H -1.50757 -2.43090 -2.56830
H -2.90955 -1.43223 -2.96953
H -0.75381 -0.40467 -4.22421
H -0.34393 1.64151 -2.58801
H -3.15776 0.30030 1.04590
H -3.69141 2.11647 2.66784
```

=====

No. 3
Density functional theory data (ωB97M-V with the def2-TZVPD basis set) for a structure of composition C17H23F2IN2O4SSc at a distorted geometry.

Calculated values
- HOMO energy: -0.170 Eh
- Spin multiplicity: 1
- Net charge: -1
- Gap between HOMO and LUMO: 7.0 eV
- ΔE to the lowest compared entry with this formula, charge and spin: 0.000 eV
- E_LUMO: 2.347 eV

```
51
C17H23F2IN2O4SSc, DFT ωB97M-V with the def2-TZVPD basis set
Sc -0.37421 0.16892 0.16366
C 2.45099 1.93211 0.96639
N 1.80804 0.69782 1.51785
C 2.81231 -0.38653 1.49026
C 1.39861 0.89196 2.91896
C 0.42592 2.05371 3.14318
N -0.70786 2.04572 2.23943
C -1.95226 1.65809 2.99778
C -1.03932 3.41334 1.67251
H 3.31862 2.29829 1.59874
H 1.67573 2.69927 0.76777
H 2.87378 1.66792 -0.00101
H 3.79144 -0.03379 1.95518
H 2.94634 -0.64486 0.43258
H 2.43016 -1.30391 2.01603
H 2.30982 1.16299 3.54555
H 0.94533 -0.02831 3.21360
H 1.04486 3.01652 3.07488
H 0.06934 1.89345 4.16158
H -1.98184 2.18488 3.97922
H -1.96649 0.55587 3.08297
H -2.74817 1.92045 2.27570
H -1.65111 4.05474 2.33968
H -1.68553 3.22167 0.82844
H -0.07595 3.88657 1.40303
I 2.53614 0.28879 -2.39205
C 1.09484 -0.97996 -3.37341
C 1.34100 -1.20696 -4.69419
C 0.66416 -2.24566 -5.33976
C -0.26932 -3.01407 -4.73609
C -0.61600 -2.76432 -3.42660
C -1.53823 -3.58437 -2.71019
C -1.83027 -3.39240 -1.38458
C -1.41658 -2.17838 -0.77349
C -0.43652 -1.41335 -1.37386
C 0.02293 -1.70105 -2.67970
H 2.07252 -0.56901 -5.20787
H 0.86117 -2.37786 -6.40074
H -0.72779 -3.84181 -5.20894
H -2.06323 -4.38208 -3.25276
H -2.56088 -4.00925 -0.89547
H -1.94242 -1.87064 0.16731
O -2.37290 2.82151 -1.30103
S -1.72978 1.57219 -1.63434
O -1.81910 1.02312 -2.95663
O -0.22328 1.62974 -1.21714
O -2.14460 0.50349 -0.59231
F 0.16669 -2.58288 2.04237
C -0.67629 -1.49833 2.18101
F -1.96583 -2.16505 2.16986
H -0.54498 -1.08830 3.20663
```

=====

No. 4
Density functional theory data (ωB97M-V with the def2-TZVPD basis set) for a cluster of 6 separate species, C17H23F4NO16S in total at a distorted geometry.

Calculated values
- HOMO energy: -0.400 Eh
- Spin multiplicity: 1
- Gap between HOMO and LUMO: 10.8 eV
- E_LUMO: -0.095 eV

```
62
C17H23F4NO16S, DFT ωB97M-V with the def2-TZVPD basis set
O 5.27622 -3.82279 5.87100
C 4.69981 -3.40603 4.92678
O 4.55306 -2.10070 4.61435
C 3.69798 -1.99942 3.47117
C 3.76000 -3.39014 2.87960
F 4.78009 -3.49379 1.96768
O 4.06723 -4.17898 3.99164
H 2.69297 -1.76824 3.82615
H 3.97827 -1.19035 2.80608
H 2.82725 -3.72029 2.43389
O 0.78961 -1.84031 2.32878
C 0.08880 -1.44094 1.46108
O 0.51847 -0.87485 0.31171
C -0.53814 -0.88678 -0.63669
C -1.77264 -1.00208 0.26343
F -2.69754 -1.81971 -0.30981
O -1.26301 -1.58992 1.44397
H -0.65276 0.03958 -1.18755
H -0.47566 -1.77018 -1.27072
H -2.23690 -0.04962 0.51448
O 1.75491 -2.91212 -2.74226
C 2.21311 -2.00359 -2.14213
O 2.03181 -0.71090 -2.46475
C 2.79774 0.14425 -1.61667
C 3.62285 -0.86150 -0.78814
F 3.49978 -0.60527 0.54706
O 3.04225 -2.10432 -1.06278
H 3.39755 0.75880 -2.28093
H 2.18704 0.72603 -0.93164
H 4.68187 -0.88039 -1.04288
O -2.11410 -0.76586 -3.25575
C -2.68271 0.26957 -3.21265
O -4.00882 0.46581 -3.35063
C -4.33191 1.80426 -2.94004
C -2.98803 2.51453 -3.05388
F -2.80380 3.37698 -2.02579
O -2.06514 1.45393 -2.94171
H -5.09918 2.20798 -3.58760
H -4.58559 1.76855 -1.88001
H -2.81264 3.02124 -4.00337
C -5.10605 -2.77480 -2.47562
N -6.03783 -3.59712 -1.65869
O -6.58044 -4.54060 -2.20090
O -6.24216 -3.23801 -0.51711
H -5.60555 -1.95701 -2.98353
H -4.72516 -3.42975 -3.25525
H -4.30815 -2.46544 -1.81322
O 0.28804 2.16512 -0.80000
S -0.01975 2.67906 0.51248
O -1.18747 2.17514 1.19555
C 1.39644 2.50914 1.61269
C 1.27005 3.72348 2.51049
C 0.97503 4.91849 1.58540
C -0.02315 4.49412 0.51281
H 2.28802 2.55815 0.98107
H 1.33894 1.51740 2.05604
H 0.47370 3.51150 3.22897
H 2.17827 3.90564 3.08291
H 1.92256 5.18018 1.11489
H 0.60913 5.76204 2.16413
H 0.31458 4.74747 -0.48876
H -1.04916 4.79333 0.70512
```

=====

No. 5
Density functional theory data (ωB97M-V with the def2-TZVPD basis set) for a structure of composition C17H23F5MnNO3P2 at a distorted geometry.

Calculated values
- HOMO energy (alpha / beta): -0.501 / -0.514 Eh
- Spin multiplicity: 5
- Net charge: +2
- Gap between HOMO and LUMO (alpha / beta): 4.1 / 7.2 eV
- ΔE to the lowest compared entry with this formula, charge and spin: 0.000 eV
- E_LUMO (alpha / beta): -9.528 / -6.799 eV
- Expectation value of S²: 6.336

```
52
C17H23F5MnNO3P2, DFT ωB97M-V with the def2-TZVPD basis set
Mn 0.47880 -0.42729 -0.12571
P -1.68592 -1.68731 0.18031
C -1.91303 -1.92949 -1.62467
C -1.83267 -0.60853 -2.34102
N -0.92655 0.28436 -1.88016
C -0.83510 1.48994 -2.48907
C -1.61333 1.81716 -3.59938
C -2.51729 0.88653 -4.10206
C -2.62039 -0.34206 -3.45663
C 0.20076 2.48768 -1.99230
P 1.44185 1.68189 -0.97297
H -3.29048 -1.11507 -3.81719
H -1.49018 2.80275 -4.04957
H -3.13615 1.12674 -4.96434
H 0.70330 2.98526 -2.83868
H -0.29333 3.25122 -1.37060
H -1.02855 -2.55265 -1.93717
H -2.88784 -2.40402 -1.77364
H 2.65433 -1.87420 -1.62176
O 1.70766 -2.19745 -1.84303
H 1.82213 -3.07996 -2.24094
H 3.68085 -1.20480 0.12016
O 3.89299 -1.23216 -0.84685
H 4.86759 -1.20999 -0.91784
C 2.78009 1.25150 -2.11393
H 3.23875 2.15801 -2.52236
H 3.54064 0.66592 -1.57427
H 2.38638 0.64774 -2.94333
C 2.04460 2.90994 0.20528
H 2.79511 2.44493 0.86656
H 2.51054 3.75135 -0.32544
H 1.19582 3.29400 0.79594
C -3.24128 -1.00659 0.80397
H -4.04239 -1.75024 0.70574
H -3.13972 -0.74939 1.87024
H -3.52938 -0.11445 0.23398
C -1.48733 -3.35434 0.86140
H -1.08415 -3.26303 1.88332
H -2.45357 -3.86995 0.91195
H -0.80178 -3.92834 0.21995
F -0.55185 0.99948 6.71741
C -0.11578 0.67849 5.48602
C 0.97155 -0.19446 5.34345
F 1.59097 -0.68625 6.44161
C 1.40762 -0.52864 4.07787
F 2.46984 -1.34852 3.93237
C 0.75969 -0.04891 2.90490
O 1.18358 -0.42293 1.72877
C -0.32398 0.84516 3.10098
F -0.97167 1.35031 2.00649
C -0.74527 1.22416 4.35813
F -1.76648 2.09653 4.52807
```